ORCA calculation (wB97M-V/def2-TZVPD) on a 2-piece molecular cluster, C7H14NP overall in a non-equilibrium geometry.

```
23
Properties=species:S:1:pos:R:3:forces:R:3:lowdin_spin:R:1
C -2.75626 2.73986 2.07901 1.2 -2.8 -1.6 0.048
C -1.71487 1.91896 2.01244 -0.7 0.7 -0.3 0.000
C -1.61318 0.83348 1.10526 1.4 -1.9 -0.6 0.079
C 1.97521 -1.60927 -1.36079 -0.3 -2.9 2.0 0.007
C 2.64001 -0.15740 0.54823 1.3 0.5 -2.5 0.021
C -1.46909 -1.18981 -2.16919 -1.3 -0.1 -1.5 0.845
C 1.46526 -0.64283 -0.30921 0.0 2.7 -1.9 0.068
N -0.56493 0.08527 1.17953 -0.7 1.7 0.4 0.174
P -0.06874 -1.30036 0.49845 0.8 -1.2 0.0 0.584
H -2.86476 3.43503 2.78331 -0.2 2.9 2.6 0.004
H -3.55037 2.56149 1.42364 -1.3 -0.1 -0.9 0.003
H -0.82047 1.96172 2.56429 0.7 0.5 1.2 -0.001
H -2.33944 0.59875 0.34816 -0.8 0.1 -0.2 0.009
H 1.18614 -1.81192 -2.03012 -1.0 -0.5 -0.8 0.003
H 2.75913 -1.25763 -1.97674 1.2 0.5 -0.2 0.000
H 2.25581 -2.66020 -0.87049 -0.3 2.2 -1.0 0.001
H 3.59707 -0.00643 -0.13268 -2.0 0.3 1.1 0.002
H 2.96801 -0.96622 1.11601 0.4 -1.4 1.5 0.003
H 2.45704 0.70759 1.15629 -0.1 0.3 0.2 0.001
H -1.05380 -0.16291 -2.28779 -0.5 -1.0 0.3 0.048
H -2.58242 -1.34271 -1.99085 1.7 0.4 -0.1 0.044
H -0.96545 -2.01862 -2.71568 -0.4 0.8 0.7 0.046
H 1.06008 0.28417 -0.97108 0.8 -1.7 1.6 0.012
```
Positions in Å, forces in eV/Å.

Computed properties:
- energy (Eh) = -671.018607
- ΔE to the lowest compared entry with this formula, charge and spin (kJ/mol) = 53.0
- Kohn-Sham gap (spin up / spin down) (Eh) = 0.235 / 0.282
- multiplicity = 3

=====

ORCA calculation (wB97M-V/def2-TZVPD) on a 2-piece molecular cluster, C7H14O overall in a non-equilibrium geometry.

```
22
Properties=species:S:1:pos:R:3:forces:R:3:lowdin_spin:R:1
C -0.09574 -3.71271 0.20337 0.3 -0.3 -0.3 0.008
C 0.38130 -2.41575 0.88022 -0.4 -0.7 0.5 0.040
C -0.42939 -1.22036 0.47176 0.5 -0.4 0.2 0.022
C -0.18182 -0.47550 -0.59636 -0.5 1.2 0.3 0.032
C -1.00182 0.72823 -0.86969 0.4 0.2 -0.4 0.027
C -1.15287 1.70929 0.01313 -0.1 -0.7 0.5 0.065
C -1.99235 2.92604 -0.15518 -0.2 0.8 -0.2 0.052
H -1.07619 -4.07078 0.52665 0.0 0.3 0.1 0.001
H -0.13316 -3.55887 -0.87481 -0.1 0.0 -0.1 0.001
H 0.60812 -4.54405 0.34695 0.0 0.2 0.2 0.004
H 1.43940 -2.29893 0.67763 0.2 0.3 -0.2 0.019
H 0.30695 -2.56821 1.96406 0.0 0.2 -0.1 0.007
H -1.25525 -0.94209 1.12425 -0.1 -0.1 -0.3 0.004
H 0.70129 -0.54662 -1.21985 0.0 -0.6 -0.1 0.019
H -1.36714 0.86288 -1.88409 -0.1 0.0 -0.1 0.002
H -0.68241 1.50721 0.97194 0.0 0.4 0.1 0.036
H -1.84843 3.39369 -1.13150 0.0 -0.2 -0.1 0.004
H -1.78246 3.71895 0.56475 0.2 -0.2 0.1 0.016
H -3.06299 2.72201 -0.06227 0.0 -0.2 0.0 0.004
H 4.97217 3.08453 -0.40609 0.0 0.0 0.0 0.093
H 3.57346 2.87194 0.14890 0.0 -0.1 -0.3 0.144
O 4.07931 2.82909 -0.69380 0.0 0.1 0.3 0.400
```
Positions in Å, forces in eV/Å.

Computed properties:
- energy (Eh) = -350.257064
- ΔE to the lowest compared entry with this formula, charge and spin (kJ/mol) = 53.0
- Kohn-Sham gap (spin up / spin down) (Eh) = 0.080 / 0.342
- net charge = -1
- multiplicity = 2

=====

ORCA calculation (wB97M-V/def2-TZVPD) on one molecule with the formula C7H14O.

```
22
Properties=species:S:1:pos:R:3:forces:R:3:nbo_charge:R:1
C 0.04757 0.30333 0.23884 -0.1 0.0 -0.1 -0.299
C -0.97725 -0.70528 -0.33791 0.1 -0.1 0.1 -0.051
C -2.82904 0.71229 -0.78228 0.0 0.0 0.0 -0.249
C 0.58776 1.25524 -0.83147 -0.1 0.0 0.2 -0.605
C 2.10426 -1.21529 0.04225 0.0 0.1 0.1 -0.654
C 1.17351 -0.43591 0.92268 -0.1 0.1 0.0 0.049
C 1.32393 -0.39928 2.23689 0.0 0.0 0.1 -0.410
O -2.32188 -0.38612 -0.06909 -0.1 -0.1 0.1 -0.532
H -0.47950 0.88843 0.99961 0.0 -0.1 0.0 0.218
H -0.82859 -0.81711 -1.42306 0.0 0.0 0.0 0.157
H -0.83791 -1.67973 0.13821 0.1 0.1 -0.1 0.195
H -2.40080 1.66050 -0.43876 0.0 0.0 0.0 0.161
H -2.64419 0.60650 -1.85873 0.0 0.0 0.0 0.163
H -3.90275 0.72484 -0.60143 0.0 0.1 -0.1 0.194
H 1.34606 1.90587 -0.39989 0.1 0.1 0.0 0.214
H -0.20571 1.87863 -1.23615 -0.1 0.0 -0.1 0.211
H 1.03472 0.69979 -1.65265 0.1 0.0 -0.1 0.202
H 2.72901 -1.87674 0.63673 0.1 -0.1 0.0 0.220
H 1.54708 -1.81019 -0.67886 0.0 -0.1 -0.1 0.211
H 2.75598 -0.53986 -0.51096 0.0 0.0 -0.1 0.219
H 0.66250 0.16517 2.87193 -0.2 0.2 0.1 0.195
H 2.11525 -0.93507 2.73410 0.2 -0.2 0.0 0.192
```
Positions in Å, forces in eV/Å.

Computed properties:
- energy (Eh) = -350.311670
- ΔE to the lowest compared entry with this formula, charge and spin (kJ/mol) = 125.5
- Kohn-Sham gap (Eh) = 0.375
- multiplicity = 1

=====

ORCA calculation (wB97M-V/def2-TZVPD) on a 2-piece molecular cluster, C7H14O overall in a non-equilibrium geometry.

```
22
Properties=species:S:1:pos:R:3:forces:R:3:nbo_charge:R:1
C -0.47233 2.99026 1.44658 0.8 -0.1 0.5 -0.606
C -0.99290 1.52730 1.47659 -0.6 1.2 0.3 -0.449
C -0.18563 0.63943 0.60492 0.2 -0.9 0.5 -0.145
C 0.69868 -0.25826 1.04242 -0.3 -0.6 -0.7 -0.234
C 1.41817 -1.13175 0.10045 0.5 -0.1 0.7 -0.213
C 0.96314 -1.85063 -0.91538 0.1 0.1 -0.7 -0.184
C 1.88645 -2.57737 -1.84268 0.4 -0.6 -0.5 -0.645
H 0.57995 3.00309 1.14585 -0.1 0.0 -0.3 0.208
H -1.01620 3.67732 0.80702 -0.2 -0.1 -0.2 0.204
H -0.42263 3.42862 2.44752 -0.4 0.0 0.0 0.208
H -2.05613 1.55999 1.22317 0.1 -0.3 -0.5 0.220
H -1.02628 1.19372 2.51500 0.5 -0.3 0.0 0.207
H -0.28574 0.64219 -0.47391 -0.2 0.5 0.0 0.199
H 0.93774 -0.49356 2.07578 -0.2 0.5 0.2 0.200
H 2.47839 -1.23004 0.35245 0.0 -0.1 -0.2 0.187
H -0.07508 -1.87499 -1.23269 -0.2 0.3 0.4 0.205
H 2.72417 -3.07221 -1.34403 0.0 0.2 0.2 0.213
H 2.32209 -1.91543 -2.59760 -0.1 0.1 0.1 0.214
H 1.39876 -3.36935 -2.41670 -0.2 0.1 0.1 0.209
H -2.58962 0.24237 -1.89914 0.1 0.4 -0.5 0.467
H -3.53222 -0.82655 -1.37604 0.2 0.1 0.1 0.471
O -2.75278 -0.30416 -1.13959 -0.4 -0.6 0.4 -0.935
```
Positions in Å, forces in eV/Å.

Computed properties:
- energy (Eh) = -350.298234
- ΔE to the lowest compared entry with this formula, charge and spin (kJ/mol) = 160.8
- Kohn-Sham gap (Eh) = 0.334
- multiplicity = 1

=====

ORCA calculation (wB97M-V/def2-TZVPD) on a 2-piece molecular cluster, C7H14O overall in a non-equilibrium geometry.

```
22
Properties=species:S:1:pos:R:3:forces:R:3:nbo_charge:R:1
C -2.33288 0.40744 -1.04530 -0.6 -0.4 -5.1 -0.104
C -2.23283 0.01077 0.31505 2.3 -1.0 1.0 0.047
C -3.14732 -1.02964 0.97489 2.5 1.4 0.1 -0.627
C 1.88384 1.55054 -0.12588 2.0 2.3 -3.1 -0.659
C 2.22875 -0.62741 -1.33143 0.7 -1.4 -1.6 -0.405
C 2.28284 -0.53612 1.04464 -0.7 0.9 1.3 -0.646
C 2.05708 0.09857 -0.26338 -0.2 -0.3 1.6 0.001
O -2.86029 1.24886 -0.09824 0.8 0.8 1.8 -0.491
H -1.38760 0.70661 -1.62685 -1.3 -0.2 1.1 0.172
H -3.14649 0.08801 -1.78667 1.2 -0.2 1.1 0.168
H -3.13479 -0.94749 2.05827 -0.5 0.3 0.0 0.218
H -2.86430 -2.02492 0.74003 0.5 -0.9 -0.4 0.214
H -4.02019 -0.79843 0.47390 -2.5 0.1 -0.3 0.222
H 2.90528 2.04605 0.16429 -1.7 -1.1 0.0 0.225
H 1.13375 1.91284 0.60914 0.2 -0.2 -1.0 0.235
H 1.86476 1.88676 -1.26085 -1.0 0.2 2.4 0.221
H 2.20935 -0.29276 -2.35988 -0.2 0.3 0.0 0.195
H 2.56446 -1.67920 -1.21169 -0.5 0.7 -0.1 0.191
H -1.08198 0.07086 0.53222 -2.3 0.1 0.7 0.182
H 1.51530 -1.11174 1.52798 -1.2 0.3 0.0 0.220
H 2.56249 0.29538 1.68761 0.3 -0.5 0.7 0.205
H 3.00078 -1.27498 0.98214 2.2 -1.2 -0.1 0.217
```
Positions in Å, forces in eV/Å.

Computed properties:
- energy (Eh) = -350.219134
- ΔE to the lowest compared entry with this formula, charge and spin (kJ/mol) = 368.4
- Kohn-Sham gap (Eh) = 0.379
- multiplicity = 1

=====

ORCA calculation (wB97M-V/def2-TZVPD) on a 2-piece molecular cluster, C7H14O overall in a non-equilibrium geometry.

```
22
Properties=species:S:1:pos:R:3:forces:R:3:nbo_charge:R:1
C 1.36843 2.68235 0.04831 0.1 1.0 -0.3 -0.636
C -0.06645 2.13684 0.20939 -0.5 -0.6 1.3 -0.454
C 0.02760 0.70950 -0.44917 -0.5 -0.4 2.0 0.087
C -0.12429 -0.45664 0.25565 1.9 0.2 -3.4 -0.293
C -0.65179 -0.66625 1.55936 -2.2 1.4 1.8 -0.216
C -1.57506 0.15873 2.15708 -0.1 -2.9 1.0 -0.388
C 0.12955 0.73593 -1.96866 -0.1 1.6 2.5 -0.644
H 1.45968 3.27304 -0.90548 0.5 -1.7 0.1 0.213
H 2.19583 1.93608 0.35678 -1.4 1.4 -0.9 0.230
H 1.41978 3.58267 0.62600 0.4 0.3 1.4 0.215
H -0.39890 2.22738 1.38532 1.1 -0.8 -3.1 0.224
H -0.82820 2.77890 -0.31924 0.9 -0.6 0.3 0.214
H 0.21231 -1.40592 -0.33224 -0.8 1.6 1.1 0.200
H -0.41861 -1.61216 2.02273 -0.1 -0.2 0.1 0.207
H -2.27227 -0.17519 2.99630 1.7 0.2 -0.8 0.199
H -1.88150 1.09485 1.79796 -0.2 0.9 -0.9 0.182
H 0.53852 1.65892 -2.34245 0.2 0.2 -0.2 0.215
H -0.90685 0.71293 -2.09149 -1.9 0.3 -1.3 0.228
H 0.49874 -0.09702 -2.44796 1.2 -1.9 -0.7 0.219
H 0.43638 -6.70117 -0.17127 0.0 -0.6 1.7 0.459
H 0.58845 -5.85877 -1.29775 0.2 1.0 -0.9 0.459
O 0.24863 -6.71501 -1.08914 -0.3 -0.3 -0.7 -0.919
```
Positions in Å, forces in eV/Å.

Computed properties:
- energy (Eh) = -350.240249
- ΔE to the lowest compared entry with this formula, charge and spin (kJ/mol) = 313.0
- Kohn-Sham gap (Eh) = 0.318
- multiplicity = 1

=====

ORCA calculation (wB97M-V/def2-TZVPD) on one molecule with the formula C7H14O2 in a non-equilibrium geometry.

```
23
Properties=species:S:1:pos:R:3:forces:R:3:nbo_charge:R:1
C 0.31565 -0.05779 -0.19676 -0.3 -0.8 -2.1 -0.056
C -0.04295 -0.66232 -1.63275 0.5 0.8 1.2 0.381
C -0.92484 0.26040 0.63732 0.3 -0.4 1.7 -0.209
C 0.77375 -1.08768 0.85506 0.2 -0.1 -0.2 -0.428
C -0.18274 -0.46779 1.87626 -1.0 0.8 -0.9 -0.393
C 1.30628 1.07784 -0.39283 -0.2 -0.2 0.1 -0.621
C -1.39193 1.69210 0.78153 0.0 -0.3 0.1 -0.614
O -1.00812 -1.66760 -1.48477 -0.2 -0.1 0.2 -0.736
O 1.09547 -1.16311 -2.27210 0.3 -0.1 -0.2 -0.724
H 1.51616 -1.79844 -1.67843 0.0 0.0 0.0 0.469
H -1.18178 -2.05432 -2.35167 0.1 0.1 0.1 0.481
H -0.41272 0.14154 -2.28834 0.1 -0.1 0.1 0.137
H -1.76334 -0.37151 0.34481 0.1 0.0 -0.1 0.223
H 1.83368 -1.06192 1.10518 0.1 -0.1 0.0 0.202
H 0.47856 -2.10040 0.58463 0.0 -0.1 0.0 0.217
H 0.29417 0.25036 2.53913 0.0 0.0 0.1 0.197
H -0.80612 -1.15344 2.44314 0.0 0.0 0.1 0.206
H 1.65671 1.44613 0.56803 0.1 0.1 0.1 0.208
H 2.16061 0.72367 -0.96737 0.1 0.0 0.0 0.227
H 0.85055 1.90330 -0.93463 0.0 0.1 -0.1 0.210
H -0.58925 2.34831 1.10764 0.1 0.1 0.0 0.202
H -1.78746 2.06030 -0.16341 0.0 0.1 -0.1 0.207
H -2.19034 1.74237 1.52033 -0.1 0.1 0.0 0.214
```
Positions in Å, forces in eV/Å.

Computed properties:
- energy (Eh) = -425.577597
- ΔE to the lowest compared entry with this formula, charge and spin (kJ/mol) = 72.6
- Kohn-Sham gap (Eh) = 0.386
- multiplicity = 1

=====

ORCA calculation (wB97M-V/def2-TZVPD) on one molecule with the formula C7H14O2 in a non-equilibrium geometry.

```
23
Properties=species:S:1:pos:R:3:forces:R:3:nbo_charge:R:1
C 1.69020 -1.46607 0.40742 -0.6 1.1 1.6 -0.674
C 0.92911 -0.43186 -0.61764 3.8 1.0 3.6 0.099
C -0.05883 0.54288 0.06088 -1.3 -2.5 0.9 -0.129
C 0.21820 1.28314 1.32099 0.7 0.1 0.4 -0.404
C -0.09574 2.03772 -0.00815 1.9 -1.9 1.6 -0.418
C -1.39593 -0.23117 0.27168 -1.3 2.5 -1.0 0.121
C -2.33286 -0.13291 -0.95420 -1.5 1.1 -2.2 -0.665
H 0.87854 -1.81799 1.18116 2.3 0.4 -1.2 0.234
H 2.50768 -0.75214 0.90017 -2.0 -1.8 -0.7 0.243
H 2.29090 -2.31767 -0.05986 -1.2 1.2 0.3 0.227
H 0.43355 -1.00902 -1.34423 -0.2 -0.2 -1.9 0.166
H 1.93110 1.14671 -1.50129 0.8 -3.2 1.9 0.462
H -0.62624 1.16654 2.00856 0.7 0.4 0.0 0.208
H 1.21538 1.24410 1.82486 -0.8 0.5 -0.9 0.225
H -1.00975 2.55823 -0.03874 -0.8 0.6 -0.5 0.229
H 0.83739 2.40685 -0.39163 -0.2 0.8 -0.4 0.216
H -1.98982 0.32281 1.09455 1.0 -1.4 -0.9 0.177
H -3.38416 -0.47997 -0.73254 1.3 -0.2 -0.2 0.223
H -2.56390 0.87264 -1.53994 0.9 -1.1 2.1 0.217
H -1.92870 -0.61819 -1.86276 -0.1 -0.7 0.7 0.203
H -0.42242 -1.97725 -0.04400 -3.0 1.5 2.4 0.482
O 2.16828 0.27190 -0.91921 -1.9 3.4 -3.6 -0.724
O -1.15508 -1.56639 0.62169 1.7 -1.5 -1.8 -0.719
```
Positions in Å, forces in eV/Å.

Computed properties:
- energy (Eh) = -425.457912
- ΔE to the lowest compared entry with this formula, charge and spin (kJ/mol) = 386.8
- Kohn-Sham gap (Eh) = 0.388
- multiplicity = 1

=====

ORCA calculation (wB97M-V/def2-TZVPD) on a 2-piece molecular cluster, C7H14O2 overall in a non-equilibrium geometry.

```
23
Properties=species:S:1:pos:R:3:forces:R:3:nbo_charge:R:1
O 1.68424 1.66310 0.21128 0.2 0.0 0.0 -0.569
C 1.66534 0.47947 -0.03396 -0.6 0.3 0.2 0.463
C 1.44531 -0.08658 -1.40552 0.6 0.3 0.4 -0.518
C 0.59007 -1.33917 -1.43879 -0.1 0.6 -0.1 -0.379
C -0.87791 -1.02777 -1.14589 0.3 -0.4 0.8 -0.441
C -1.33507 -0.94758 2.72575 -0.1 -0.4 -0.1 -0.639
C -1.05177 -1.37581 1.31021 -0.4 1.0 0.3 -0.180
C -1.13688 -0.54978 0.27134 0.1 -1.1 -0.3 -0.206
H 1.78257 -0.24552 0.79208 0.2 -0.1 -0.1 0.118
H 1.13531 0.71312 -2.07636 -0.4 0.0 0.0 0.221
H 2.45805 -0.31918 -1.72586 0.4 -0.3 -0.2 0.236
H 1.02666 -2.05728 -0.74337 -0.2 -0.2 0.0 0.202
H 0.66280 -1.72072 -2.44721 0.1 -0.5 -0.2 0.213
H -1.47139 -1.91474 -1.34029 -0.1 -0.2 0.0 0.214
H -1.20141 -0.28607 -1.84348 -0.3 0.6 -0.5 0.215
H -2.08377 -1.62019 3.15844 0.2 0.0 0.2 0.213
H -0.41175 -1.01183 3.30684 -0.2 0.0 0.2 0.212
H -1.74906 0.05544 2.82425 0.2 0.1 -0.3 0.213
H -0.78301 -2.41720 1.18913 0.1 -0.1 -0.2 0.187
H -1.41885 0.47731 0.40683 -0.1 0.3 0.1 0.224
H 0.05173 2.54674 -0.84730 -0.2 -0.1 -0.1 0.481
H -0.78072 2.92888 0.30878 -0.3 0.0 0.1 0.468
O -0.88345 2.58994 -0.58612 0.4 0.2 -0.1 -0.949
```
Positions in Å, forces in eV/Å.

Computed properties:
- energy (Eh) = -425.565079
- ΔE to the lowest compared entry with this formula, charge and spin (kJ/mol) = 105.5
- Kohn-Sham gap (Eh) = 0.375
- multiplicity = 1

=====

ORCA calculation (wB97M-V/def2-TZVPD) on a 2-piece molecular cluster, C7H14O2 overall in a non-equilibrium geometry.

```
23
Properties=species:S:1:pos:R:3:forces:R:3:nbo_charge:R:1
O -2.18171 -0.40777 1.12637 -0.5 0.1 0.0 -0.564
C -2.35881 -0.49797 -0.06477 0.6 0.1 0.5 0.471
C -1.39290 -1.19040 -0.97404 -0.6 0.2 -0.4 -0.522
C -0.77495 -0.17940 -1.97779 0.1 -0.7 0.4 -0.379
C 0.76521 -0.12448 -1.86464 -0.6 1.6 -0.6 -0.441
C 1.72354 1.31730 1.63334 1.5 0.4 0.2 -0.643
C 1.07719 1.16373 0.29696 -0.6 0.0 0.1 -0.154
C 1.21251 0.06492 -0.43796 1.4 0.1 -0.3 -0.221
H -3.24855 -0.01562 -0.51222 0.0 -0.1 -0.2 0.113
H -0.60916 -1.62290 -0.37914 0.2 -0.3 0.4 0.233
H -1.98551 -1.99964 -1.41484 0.3 0.0 -0.4 0.226
H -1.10212 0.81689 -1.67951 -0.2 0.1 -0.2 0.199
H -1.12625 -0.37442 -2.98908 0.1 0.1 -0.1 0.215
H 1.00629 0.79101 -2.42322 0.1 0.1 0.2 0.212
H 1.33535 -0.83745 -2.45100 -0.3 -0.8 0.5 0.218
H 2.46479 0.52073 1.73483 -0.2 -0.1 0.2 0.207
H 2.32357 2.23520 1.71005 -0.2 0.1 -0.4 0.203
H 1.14880 1.32432 2.55117 -0.6 -0.2 -0.3 0.250
H 0.48675 1.99448 -0.08887 -0.1 0.0 0.1 0.183
H 1.94301 -0.64675 -0.05611 -0.4 -0.3 0.1 0.197
H 0.04520 -1.50682 2.95062 -0.4 -0.2 -0.2 0.469
H -0.77257 -0.27111 2.41450 0.1 -0.7 0.0 0.501
O 0.02033 -0.55383 2.89535 0.2 0.4 0.4 -0.975
```
Positions in Å, forces in eV/Å.

Computed properties:
- energy (Eh) = -425.544391
- ΔE to the lowest compared entry with this formula, charge and spin (kJ/mol) = 159.8
- Kohn-Sham gap (Eh) = 0.369
- multiplicity = 1